# 1
{
  "formula": "C29H30Br3MnN8",
  "method": "the ωB97M-V functional and the def2-TZVPD basis",
  "species": ["Mn", "C", "C", "N", "C", "C", "N", "C", "C", "C", "C", "C", "N", "C", "C", "N", "C", "C", "N", "C", "C", "C", "N", "C", "C", "H", "H", "H", "H", "H", "H", "H", "H", "H", "H", "H", "H", "Br", "C", "Br", "H", "H", "C", "C", "C", "C", "N", "N", "H", "H", "H", "H", "H", "H", "H", "H", "H", "H", "H", "H", "Br", "C", "C", "C", "C", "C", "C", "H", "H", "H", "H"],
  "positions_angstrom": [[-0.284, 0.541, -0.021], [2.802, -0.894, 2.832], [2.138, 0.042, 2.068], [1.539, -0.306, 0.922], [1.616, -1.584, 0.518], [2.240, -2.520, 1.362], [2.817, -2.182, 2.491], [1.050, -1.902, -0.824], [1.186, -3.159, -1.338], [0.716, -3.400, -2.667], [0.318, -2.329, -3.393], [0.347, -0.979, -2.857], [0.496, -0.825, -1.484], [0.196, 0.109, -3.704], [0.412, 0.063, -5.131], [0.800, 1.047, -5.857], [1.025, 2.237, -5.164], [0.690, 2.444, -3.888], [0.050, 1.416, -3.169], [0.692, -4.776, -3.211], [0.348, -5.858, -2.408], [0.318, -7.125, -2.965], [0.612, -7.382, -4.230], [0.951, -6.352, -4.991], [1.010, -5.043, -4.539], [3.305, -0.612, 3.743], [2.084, 1.084, 2.361], [2.262, -3.568, 1.105], [1.650, -3.957, -0.786], [-0.044, -2.478, -4.398], [0.302, -0.893, -5.631], [1.498, 3.026, -5.723], [0.836, 3.389, -3.394], [0.082, -5.722, -1.371], [0.042, -7.977, -2.360], [1.201, -6.580, -6.019], [1.324, -4.256, -5.207], [-0.352, 2.594, 1.811], [-0.422, 2.230, 3.728], [-0.829, 0.423, 4.188], [-1.208, 2.877, 4.110], [0.556, 2.484, 4.125], [-2.842, -2.643, 2.849], [-3.646, -1.636, 2.029], [-4.673, -0.937, 2.913], [-4.335, -2.327, 0.856], [-2.801, -0.549, 1.489], [-1.557, -0.989, 0.931], [-3.519, -3.295, 3.394], [-2.214, -2.142, 3.586], [-2.214, -3.287, 2.234], [-5.447, -1.635, 3.216], [-5.141, -0.118, 2.378], [-4.208, -0.544, 3.814], [-4.865, -3.215, 1.188], [-3.622, -2.654, 0.101], [-5.048, -1.658, 0.382], [-2.565, 0.094, 2.239], [-1.782, -1.584, 0.126], [-1.049, -1.592, 1.601], [-4.552, 2.872, 0.534], [-3.107, 2.392, -0.575], [-2.055, 3.271, -0.766], [-0.951, 2.903, -1.517], [-0.922, 1.672, -2.223], [-1.965, 0.746, -1.930], [-3.048, 1.133, -1.154], [-2.076, 4.247, -0.303], [-0.154, 3.618, -1.657], [-1.989, -0.196, -2.452], [-3.853, 0.436, -1.000]],
  "multiplicity": 6,
  "s2": 8.76,
  "charge": 1,
  "e_homo_ev": [-8.93, -8.93],
  "mol_weight_g_mol": 785.3,
  "e_lumo_ev": [-3.44, -3.69],
  "relative_energy_kcal_mol": 27.6
}

# 2
{
  "formula": "C4H13NOS",
  "method": "the ωB97M-V functional and the def2-TZVPD basis",
  "species": ["C", "N", "C", "C", "C", "S", "H", "H", "H", "H", "H", "H", "H", "H", "H", "H", "H", "O", "H", "H"],
  "positions_angstrom": [[-1.524, -0.495, 0.457], [-0.094, -0.393, 0.052], [0.235, 1.024, -0.212], [1.794, 1.114, -0.079], [2.517, 0.078, -0.925], [2.024, -0.161, -2.651], [-2.227, -0.133, -0.314], [-1.654, -1.587, 0.556], [-1.845, 0.084, 1.329], [-0.042, -0.807, -0.877], [0.086, 1.356, -1.254], [-0.217, 1.633, 0.568], [2.079, 2.154, -0.282], [2.113, 0.902, 0.950], [3.510, 0.485, -1.111], [2.818, -0.846, -0.432], [2.133, 1.168, -2.983], [-3.869, -1.519, 2.598], [-4.512, -2.227, 2.735], [-3.326, -1.832, 1.876]],
  "multiplicity": 1,
  "smiles": "CNCCCS.O",
  "e_homo_ev": -9.02,
  "mol_weight_g_mol": 123.2,
  "e_lumo_ev": 0.81,
  "relative_energy_kcal_mol": 31.7
}

# 3
{
  "formula": "C38H33N6O3PSeTi",
  "method": "the ωB97M-V functional and the def2-TZVPD basis",
  "species": ["Ti", "C", "C", "C", "C", "C", "O", "C", "N", "C", "C", "C", "C", "C", "C", "P", "C", "C", "C", "C", "C", "C", "C", "C", "C", "C", "C", "C", "H", "H", "H", "H", "H", "H", "H", "H", "H", "H", "H", "H", "H", "H", "H", "H", "H", "H", "H", "H", "H", "H", "H", "H", "Se", "N", "C", "C", "C", "C", "C", "N", "C", "C", "N", "C", "C", "C", "C", "C", "N", "H", "H", "H", "H", "H", "H", "O", "C", "N", "C", "O", "H", "H", "H"],
  "positions_angstrom": [[-0.832, 0.450, -0.713], [1.684, 4.664, 0.589], [1.398, 3.201, 0.919], [2.062, 2.778, 2.225], [-0.117, 2.958, 0.921], [-0.864, 3.654, 2.055], [-1.140, 2.577, 2.979], [-0.971, 1.431, 2.340], [-0.462, 1.517, 1.150], [-1.381, 0.248, 3.134], [-1.715, 0.494, 4.469], [-2.109, -0.534, 5.308], [-2.187, -1.829, 4.826], [-1.867, -2.085, 3.502], [-1.454, -1.067, 2.647], [-1.079, -1.538, 0.944], [0.421, -2.553, 1.046], [0.871, -3.199, -0.107], [2.056, -3.914, -0.089], [2.807, -3.988, 1.078], [2.364, -3.354, 2.228], [1.173, -2.637, 2.215], [-2.385, -2.659, 0.395], [-3.541, -2.145, -0.190], [-4.563, -2.998, -0.576], [-4.437, -4.366, -0.383], [-3.289, -4.886, 0.199], [-2.264, -4.038, 0.589], [2.755, 4.830, 0.480], [1.339, 5.332, 1.380], [1.202, 4.971, -0.341], [1.811, 2.593, 0.111], [1.680, 3.345, 3.077], [3.135, 2.961, 2.179], [1.917, 1.716, 2.436], [-0.523, 3.268, -0.044], [-1.821, 4.082, 1.760], [-0.277, 4.398, 2.587], [-1.670, 1.501, 4.852], [-2.364, -0.316, 6.336], [-2.503, -2.638, 5.471], [-1.950, -3.098, 3.128], [0.286, -3.166, -1.017], [2.389, -4.425, -0.983], [3.729, -4.554, 1.092], [2.935, -3.427, 3.144], [0.834, -2.153, 3.122], [-3.650, -1.078, -0.346], [-5.458, -2.592, -1.027], [-5.234, -5.030, -0.688], [-3.190, -5.952, 0.351], [-1.369, -4.455, 1.032], [4.785, 1.463, -5.907], [4.737, 0.684, -4.305], [3.568, 0.950, -3.786], [3.149, 0.483, -2.469], [3.991, -0.201, -1.587], [3.523, -0.511, -0.329], [2.208, -0.195, 0.004], [1.377, 0.399, -0.847], [1.861, 0.785, -2.045], [0.975, 1.626, -2.842], [-0.222, 1.910, -2.288], [-1.041, 2.732, -2.941], [-0.708, 3.305, -4.165], [0.504, 3.000, -4.744], [1.375, 2.140, -4.071], [2.693, 1.768, -4.576], [3.155, 2.163, -5.732], [5.000, -0.442, -1.893], [4.150, -0.998, 0.404], [1.820, -0.414, 0.985], [-1.995, 2.930, -2.473], [-1.409, 3.974, -4.644], [0.796, 3.413, -5.700], [-4.605, 2.402, -0.391], [-3.617, 1.809, -0.527], [-2.586, 1.195, -0.669], [-1.138, -1.787, -2.901], [-1.006, -0.777, -1.918], [-1.595, -2.668, -2.449], [-0.149, -2.024, -3.295], [-1.782, -1.409, -3.693]],
  "multiplicity": 1,
  "charge": 2,
  "e_homo_ev": -14.07,
  "mol_weight_g_mol": 779.5,
  "e_lumo_ev": -6.50,
  "relative_energy_kcal_mol": 6.5
}

# 4
{
  "formula": "C34H34IN7OSr",
  "method": "the ωB97M-V functional and the def2-TZVPD basis",
  "species": ["Sr", "C", "C", "C", "C", "C", "C", "C", "N", "N", "C", "C", "C", "C", "C", "C", "N", "C", "C", "C", "C", "C", "C", "N", "H", "H", "H", "H", "H", "H", "H", "H", "H", "H", "H", "H", "H", "H", "H", "H", "H", "H", "H", "H", "C", "C", "N", "N", "C", "O", "C", "C", "C", "C", "C", "C", "C", "C", "C", "C", "C", "N", "H", "H", "H", "H", "H", "H", "H", "H", "H", "H", "H", "H", "I", "C", "H", "H"],
  "positions_angstrom": [[-0.196, 0.298, -0.013], [0.630, 3.189, 1.130], [2.005, 2.632, 1.536], [1.945, 1.446, 2.471], [2.582, 1.514, 3.681], [2.521, 0.349, 4.519], [1.913, -0.770, 4.105], [1.301, -0.863, 2.733], [1.264, 0.395, 1.992], [0.236, 2.948, -0.274], [1.221, 3.450, -1.234], [2.179, 2.392, -1.746], [3.427, 2.742, -2.247], [4.252, 1.740, -2.726], [3.817, 0.425, -2.690], [2.560, 0.164, -2.175], [1.757, 1.132, -1.720], [-1.103, 3.490, -0.535], [-1.651, 2.928, -1.828], [-1.912, 3.719, -2.935], [-2.344, 3.106, -4.102], [-2.487, 1.729, -4.126], [-2.198, 1.014, -2.972], [-1.799, 1.601, -1.847], [0.569, 4.268, 1.339], [-0.123, 2.705, 1.755], [2.588, 3.425, 2.005], [2.560, 2.315, 0.649], [3.106, 2.408, 3.988], [2.966, 0.381, 5.508], [1.848, -1.646, 4.741], [0.266, -1.245, 2.846], [1.782, 4.287, -0.800], [0.694, 3.849, -2.105], [3.748, 3.776, -2.244], [5.234, 1.983, -3.110], [4.445, -0.385, -3.033], [2.165, -0.843, -2.108], [-1.092, 4.589, -0.569], [-1.759, 3.173, 0.277], [-1.777, 4.791, -2.883], [-2.554, 3.698, -4.983], [-2.808, 1.210, -5.018], [-2.278, -0.067, -2.944], [-2.868, -3.217, 2.216], [-2.261, -1.926, 1.749], [-1.639, -1.801, 0.636], [-1.555, -2.903, -0.169], [-0.749, -2.699, -1.198], [-0.064, -1.654, -1.436], [-0.643, -3.839, -2.164], [-1.343, -5.028, -1.977], [-1.229, -6.058, -2.897], [-0.415, -5.911, -4.013], [0.285, -4.729, -4.204], [0.171, -3.699, -3.283], [-2.341, -0.727, 2.619], [-2.645, -0.876, 3.972], [-2.725, 0.238, 4.785], [-2.531, 1.488, 4.224], [-2.231, 1.547, 2.875], [-2.113, 0.485, 2.082], [-3.011, -3.865, 1.357], [-3.819, -3.046, 2.721], [-2.201, -3.728, 2.915], [-1.971, -5.129, -1.103], [-1.775, -6.980, -2.744], [-0.326, -6.717, -4.731], [0.923, -4.609, -5.071], [0.709, -2.770, -3.417], [-2.797, -1.863, 4.383], [-2.939, 0.132, 5.841], [-2.597, 2.395, 4.808], [-2.080, 2.515, 2.411], [3.923, -1.443, 1.248], [1.939, -1.970, 1.878], [2.032, -2.906, 2.427], [1.382, -2.147, 0.955]],
  "multiplicity": 1,
  "e_homo_ev": -5.57,
  "mol_weight_g_mol": 771.2,
  "e_lumo_ev": 0.13,
  "relative_energy_kcal_mol": 35.1
}

# 5
{
  "formula": "C2H7N3O2",
  "method": "the ωB97M-V functional and the def2-TZVPD basis",
  "species": ["H", "N", "C", "N", "H", "H", "H", "O", "C", "O", "N", "H", "H", "H"],
  "positions_angstrom": [[1.094, -1.087, 0.339], [1.660, -0.588, 1.012], [1.570, 0.676, 1.101], [0.957, 1.627, 0.447], [2.239, 1.149, 1.951], [0.478, 1.327, -0.434], [1.203, 2.547, 0.583], [4.227, -2.651, -0.020], [4.373, -1.530, -0.122], [4.639, -0.423, -0.267], [-2.490, -0.728, -1.003], [-1.752, -0.446, -1.606], [-3.359, -0.795, -1.569], [-2.107, -1.607, -0.729]],
  "multiplicity": 1,
  "smiles": "[H]/N=C\\N.O=C=O.N",
  "e_homo_ev": -9.45,
  "mol_weight_g_mol": 105.1,
  "e_lumo_ev": 0.60,
  "relative_energy_kcal_mol": 27.0
}

# 6
{
  "formula": "C3H8N2",
  "method": "the ωB97M-V functional and the def2-TZVPD basis",
  "species": ["C", "C", "C", "N", "N", "H", "H", "H", "H", "H", "H", "H", "H"],
  "positions_angstrom": [[-0.646, -1.718, -0.873], [-0.995, -0.406, -0.110], [0.195, 0.354, 0.356], [0.377, 1.595, 0.190], [1.349, 2.248, 0.960], [-1.613, -2.267, -1.149], [0.001, -2.405, -0.316], [-0.034, -1.468, -1.779], [-1.617, 0.301, -0.696], [-1.644, -0.691, 0.764], [0.864, -0.281, 1.027], [2.157, 1.682, 1.206], [1.606, 3.056, 0.420]],
  "multiplicity": 1,
  "smiles": "CC/C=N/N",
  "e_homo_ev": -8.99,
  "mol_weight_g_mol": 72.1,
  "e_lumo_ev": 1.19,
  "relative_energy_kcal_mol": 52.5
}

# 7
{
  "formula": "C4H10O",
  "method": "the ωB97M-V functional and the def2-TZVPD basis",
  "species": ["C", "C", "C", "H", "H", "H", "H", "H", "H", "C", "O", "H", "H", "H", "H"],
  "positions_angstrom": [[1.579, 0.512, 0.071], [2.019, -0.342, -0.813], [2.035, -1.728, -0.438], [1.562, 1.498, -0.135], [1.121, 0.350, 1.071], [2.478, 0.058, -1.799], [2.878, -2.085, 0.211], [1.108, -1.978, 0.253], [2.006, -2.545, -1.194], [-2.694, 1.427, 0.360], [-3.019, 0.239, 1.132], [-2.929, 1.153, -0.621], [-2.894, 2.378, 0.844], [-1.524, 1.383, 0.416], [-3.726, -0.322, 0.643]],
  "multiplicity": 1,
  "smiles": "C=CC.CO",
  "e_homo_ev": -9.55,
  "mol_weight_g_mol": 74.1,
  "e_lumo_ev": 0.94,
  "relative_energy_kcal_mol": 64.2
}

# 8
{
  "formula": "C27H23BrCrN6O4SSe",
  "method": "the ωB97M-V functional and the def2-TZVPD basis",
  "species": ["Cr", "O", "C", "C", "C", "C", "C", "C", "C", "N", "N", "C", "O", "C", "C", "C", "C", "C", "C", "H", "H", "H", "H", "H", "H", "H", "H", "H", "H", "Br", "C", "C", "C", "C", "C", "N", "C", "O", "O", "H", "H", "H", "C", "N", "C", "N", "S", "H", "H", "H", "H", "H", "H", "Se", "C", "C", "C", "N", "C", "C", "H", "H", "H", "H"],
  "positions_angstrom": [[-0.911, 0.101, 0.739], [-1.729, 0.244, 2.401], [-1.348, 0.007, 3.639], [-2.156, 0.465, 4.691], [-1.801, 0.260, 6.009], [-0.625, -0.419, 6.325], [0.171, -0.885, 5.299], [-0.159, -0.685, 3.955], [0.707, -1.242, 2.930], [0.489, -1.111, 1.679], [1.386, -1.719, 0.824], [1.048, -1.436, -0.408], [-0.010, -0.744, -0.688], [1.873, -1.917, -1.531], [2.992, -2.717, -1.302], [3.777, -3.120, -2.367], [3.451, -2.727, -3.661], [2.337, -1.933, -3.887], [1.548, -1.520, -2.823], [-3.073, 0.979, 4.428], [-2.447, 0.623, 6.799], [-0.343, -0.583, 7.357], [1.084, -1.427, 5.524], [1.579, -1.814, 3.237], [3.237, -2.999, -0.287], [4.657, -3.728, -2.190], [4.085, -3.016, -4.490], [2.107, -1.587, -4.885], [0.717, -0.841, -2.981], [-1.874, -3.365, 1.790], [-2.731, -2.546, 0.321], [-3.609, -3.313, -0.428], [-4.265, -2.709, -1.485], [-4.054, -1.364, -1.721], [-3.164, -0.684, -0.915], [-2.477, -1.270, 0.078], [-2.979, 0.810, -1.056], [-3.702, 1.440, -1.795], [-2.074, 1.291, -0.269], [-3.764, -4.352, -0.178], [-4.942, -3.284, -2.103], [-4.555, -0.813, -2.504], [-2.099, 4.551, 1.077], [-1.031, 3.637, 0.734], [-0.282, 3.006, 1.610], [-0.343, 3.356, 2.916], [0.811, 1.773, 1.134], [-2.459, 5.016, 0.164], [-1.737, 5.338, 1.739], [-2.935, 4.026, 1.550], [-1.042, 3.216, -0.191], [-1.168, 3.817, 3.265], [0.088, 2.697, 3.543], [0.177, 2.140, -3.259], [1.975, 1.704, -3.589], [2.901, 1.496, -2.552], [4.197, 1.110, -2.838], [4.680, 0.918, -4.071], [3.808, 1.133, -5.060], [2.490, 1.514, -4.882], [2.584, 1.622, -1.523], [4.896, 0.935, -2.023], [4.189, 0.984, -6.068], [1.848, 1.659, -5.742]],
  "multiplicity": 2,
  "s2": 0.76,
  "charge": -1,
  "e_homo_ev": [-3.13, -3.13],
  "mol_weight_g_mol": 738.4,
  "e_lumo_ev": [2.12, 2.12],
  "relative_energy_kcal_mol": 24.6
}